Entry 1:
Below is a structure of composition C41H31IN2O7PSY, with properties calculated with ωB97M-V with the def2-TZVPD basis set.

XYZ file:
```
85
Properties=species:S:1:pos:R:3:forces:R:3:mulliken_charge:R:1
Y 1.150 -0.447 0.845 0.280 0.270 0.458 0.8232
C -2.474 4.516 -2.168 -0.025 -0.016 0.058 -0.5778
C -2.502 3.806 -0.973 0.039 0.012 -0.086 -0.6598
C -1.770 2.636 -0.848 0.007 0.044 0.025 -0.4821
C -1.017 2.153 -1.920 -0.038 0.086 0.007 0.0938
C -0.993 2.870 -3.112 -0.066 0.104 -0.070 -0.2078
C -1.718 4.049 -3.233 0.022 -0.048 0.000 -0.7998
P -0.117 0.603 -1.658 0.189 -0.593 -0.128 1.6461
C 1.128 0.550 -2.998 -0.030 0.028 0.044 0.2466
C 2.006 1.625 -3.147 0.024 0.080 0.031 -0.3142
C 3.036 1.576 -4.070 -0.009 -0.051 -0.004 -0.8782
C 3.222 0.437 -4.846 0.017 0.029 0.002 -0.6463
C 2.366 -0.643 -4.696 -0.034 0.034 0.038 -0.6892
C 1.323 -0.588 -3.778 0.012 -0.001 -0.057 -0.8901
C -1.288 -0.711 -2.128 -0.005 0.045 0.106 0.1130
C -2.125 -0.587 -3.205 -0.097 0.015 -0.134 -0.1582
C -3.023 -1.619 -3.545 0.052 0.039 0.036 -1.0108
C -3.076 -2.746 -2.775 0.034 0.030 0.055 -0.9606
C -2.244 -2.892 -1.636 -0.100 -0.132 -0.028 1.0037
C -2.361 -4.038 -0.806 -0.002 0.034 -0.035 -0.8821
C -1.609 -4.137 0.325 0.044 0.158 -0.071 -1.7804
C -0.687 -3.106 0.641 -0.065 -0.180 0.191 -0.2075
C -0.468 -1.980 -0.126 -0.394 -0.327 -0.460 -0.3655
C -1.312 -1.875 -1.297 0.062 0.031 0.156 0.9753
H -3.037 5.435 -2.265 0.007 0.005 -0.002 0.4022
H -3.080 4.174 -0.135 -0.011 0.001 -0.005 0.4577
H -1.758 2.103 0.096 0.015 -0.015 -0.033 0.3778
H -0.399 2.514 -3.945 -0.034 0.010 0.014 0.4856
H -1.691 4.601 -4.163 0.004 0.005 0.002 0.4470
H 1.886 2.515 -2.539 -0.001 -0.032 0.021 0.5160
H 3.702 2.423 -4.173 0.004 -0.003 -0.013 0.4576
H 4.033 0.395 -5.560 -0.009 -0.008 -0.006 0.3863
H 2.503 -1.532 -5.298 0.000 -0.006 0.007 0.4345
H 0.658 -1.436 -3.681 -0.035 -0.005 0.032 0.3814
H -2.102 0.315 -3.808 0.006 -0.022 0.017 0.4716
H -3.669 -1.511 -4.407 0.000 0.009 0.001 0.4149
H -3.772 -3.542 -3.015 0.008 -0.010 0.000 0.3902
H -3.073 -4.811 -1.073 -0.004 0.008 -0.015 0.3622
H -1.718 -4.988 0.987 0.000 -0.005 -0.004 0.4437
H -0.163 -3.220 1.590 0.022 0.016 -0.028 0.7084
O 4.312 -2.953 5.449 -0.104 -0.316 -0.015 -0.5444
C 3.802 -3.922 4.712 0.123 0.102 0.126 0.4217
O 3.799 -5.079 5.058 -0.017 -0.050 -0.002 -0.6147
C 3.223 -3.543 3.390 0.074 -0.177 -0.079 0.4505
C 2.781 -4.483 2.481 -0.035 0.005 -0.071 -0.4307
N 2.334 -3.817 1.411 0.021 0.078 -0.157 -0.0958
N 2.445 -2.486 1.556 -0.086 -0.138 0.136 -0.5981
C 2.992 -2.312 2.757 -0.019 0.215 0.106 0.1119
C 3.216 -0.893 3.232 0.159 -0.103 -0.136 0.6723
O 3.958 -0.718 4.201 -0.122 0.031 0.101 -0.8568
O 2.623 -0.020 2.543 0.036 -0.080 0.062 -0.1960
H 4.218 -2.067 4.993 0.072 0.252 -0.044 0.4550
H 2.769 -5.558 2.548 0.006 0.000 0.008 0.5252
H 1.899 -4.179 0.578 -0.017 -0.035 0.021 0.1851
I 3.485 8.044 -0.825 0.033 0.149 -0.033 0.0918
C 2.934 6.095 -0.358 -0.029 -0.158 0.031 -0.0176
C 1.628 5.828 0.030 0.043 -0.047 0.002 -0.6631
C 1.269 4.525 0.343 0.002 0.065 0.030 -0.2754
C 2.203 3.503 0.248 0.010 -0.048 -0.033 0.0354
C 3.504 3.779 -0.154 0.031 0.072 -0.044 -0.1218
C 3.880 5.081 -0.446 -0.054 -0.015 0.016 -0.6264
C 1.798 2.093 0.502 -0.009 0.094 -0.138 1.2693
O 2.481 1.160 -0.021 0.265 0.346 -0.130 -0.8780
O 0.749 1.837 1.160 -0.005 0.185 0.053 -0.5853
H 0.901 6.627 0.086 -0.011 -0.004 0.007 0.3882
H 0.257 4.290 0.646 -0.002 -0.008 0.004 0.4516
H 4.214 2.967 -0.236 -0.004 -0.001 0.007 0.5101
H 4.894 5.304 -0.745 -0.002 0.001 -0.003 0.3860
C -1.990 0.994 3.845 -0.107 0.070 0.203 -1.3413
S -1.626 0.131 2.344 0.536 -0.030 -0.245 0.8894
O -0.263 -0.504 2.637 -0.504 0.106 -0.028 -0.5977
C -2.810 -1.168 2.405 -0.026 -0.171 0.127 0.3648
C -2.748 -2.128 3.409 -0.124 -0.056 -0.074 -0.5417
C -3.668 -3.161 3.393 -0.006 0.020 -0.007 -0.8241
C -4.624 -3.227 2.382 0.018 0.004 0.011 -0.4661
C -4.657 -2.274 1.377 0.009 0.034 0.000 -0.6134
C -3.736 -1.233 1.379 -0.073 -0.137 -0.003 -0.0725
H -1.845 0.311 4.681 -0.014 0.043 0.016 0.3931
H -3.021 1.343 3.795 0.008 0.027 0.044 0.4201
H -1.297 1.831 3.906 0.014 -0.008 -0.004 0.4443
H -1.973 -2.085 4.164 0.002 0.028 -0.001 0.4338
H -3.639 -3.921 4.162 0.003 -0.004 -0.004 0.4091
H -5.336 -4.042 2.371 -0.001 -0.002 0.006 0.4041
H -5.383 -2.348 0.578 0.002 -0.003 -0.004 0.4247
H -3.723 -0.505 0.576 0.016 0.021 0.020 0.2946
```
Forces are in eV/Å.

Computed properties:
Energy above the lowest of the compared OMol25 structures with the same formula, charge and spin (kcal/mol): 8.6
HOMO-LUMO gap (eV): 8.25
E_LUMO (eV): 0.018



Entry 2:
Below is a structure of composition C41H31N2P2PtS7 in a non-equilibrium geometry, with properties calculated with ωB97M-V with the def2-TZVPD basis set.

XYZ file:
```
84
Properties=species:S:1:pos:R:3:forces:R:3:mulliken_charge:R:1
Pt -0.282 0.176 0.263 -0.444 0.610 0.144 1.2775
S 1.723 -0.350 -1.450 -0.834 -0.055 0.073 -0.6341
P 2.710 0.422 0.106 0.041 0.367 0.834 1.7117
C 1.418 0.550 1.231 0.684 0.197 0.229 -0.8276
P 1.068 1.458 2.605 0.886 -0.434 0.260 0.5329
S -0.940 1.493 2.374 -0.561 -0.611 -0.999 -0.2569
C 1.534 0.585 4.118 -0.177 0.176 0.287 0.3558
C 1.415 1.229 5.355 0.016 -0.077 -0.075 -0.8160
C 1.687 0.541 6.525 0.016 0.014 -0.009 -0.6973
C 2.067 -0.795 6.472 0.020 0.004 -0.008 -0.6300
C 2.178 -1.442 5.250 0.005 0.047 -0.037 -1.1900
C 1.910 -0.755 4.072 0.060 -0.024 0.016 0.1253
C 1.787 3.085 2.774 -0.122 0.369 0.158 0.9026
C 1.096 4.190 2.274 0.127 -0.017 0.059 -0.6116
C 1.637 5.460 2.410 -0.032 -0.034 -0.065 -0.7807
C 2.866 5.629 3.029 0.065 -0.004 0.017 -0.5903
C 3.562 4.532 3.522 -0.017 -0.022 -0.070 -0.7887
C 3.025 3.261 3.399 -0.060 0.044 -0.077 -0.1508
C 3.540 1.967 -0.286 0.269 0.094 -0.081 0.4189
C 4.912 2.133 -0.087 -0.090 0.074 -0.081 -0.4962
C 5.514 3.347 -0.396 -0.041 -0.040 0.049 -0.8948
C 4.754 4.390 -0.899 -0.003 0.029 -0.004 -0.5821
C 3.391 4.223 -1.114 -0.014 0.020 0.043 -0.5728
C 2.785 3.017 -0.812 0.129 -0.016 0.018 0.7917
C 4.001 -0.646 0.749 0.113 -0.327 -0.142 -0.0992
C 4.483 -1.696 -0.025 0.055 0.034 0.088 -0.7227
C 5.484 -2.520 0.473 -0.023 0.008 -0.037 -0.7464
C 5.993 -2.304 1.744 0.006 0.011 0.038 -0.6301
C 5.510 -1.258 2.524 -0.029 -0.005 -0.061 -0.7749
C 4.519 -0.430 2.026 0.014 0.015 -0.012 0.0938
H 1.110 2.267 5.399 0.032 0.017 0.008 0.5188
H 1.616 1.047 7.478 -0.046 -0.009 0.003 0.4389
H 2.284 -1.329 7.388 0.001 -0.002 0.000 0.4327
H 2.487 -2.478 5.210 -0.007 -0.006 -0.006 0.5339
H 2.004 -1.252 3.113 -0.022 0.033 -0.012 0.8272
H 0.137 4.053 1.793 -0.019 0.014 0.006 0.3370
H 1.092 6.319 2.040 0.009 0.000 -0.019 0.4661
H 3.284 6.622 3.133 -0.009 0.001 0.018 0.4246
H 4.515 4.669 4.015 0.017 -0.002 -0.022 0.4536
H 3.562 2.412 3.805 -0.013 -0.010 0.026 0.2730
H 5.513 1.319 0.291 0.021 0.003 0.018 0.4019
H 6.578 3.474 -0.242 0.003 -0.007 -0.003 0.4466
H 5.225 5.336 -1.133 -0.001 -0.003 -0.014 0.4170
H 2.800 5.035 -1.517 0.007 -0.005 -0.016 0.4701
H 1.727 2.881 -0.987 -0.039 0.003 0.046 -0.6539
H 4.072 -1.867 -1.013 0.002 -0.023 -0.009 0.4554
H 5.866 -3.330 -0.134 -0.010 -0.010 0.006 0.4253
H 6.767 -2.952 2.132 0.007 0.006 -0.002 0.4077
H 5.907 -1.090 3.517 0.000 0.002 0.004 0.4897
H 4.151 0.388 2.634 -0.007 0.014 -0.002 0.5809
C -1.489 -2.960 3.377 0.032 0.219 0.068 -1.2525
C -1.061 -1.770 2.773 -0.092 -0.156 -0.091 -0.1721
N -1.120 -1.578 1.470 0.743 -0.748 -0.117 -0.1341
C -1.616 -2.567 0.682 -0.068 0.452 -0.233 -0.3138
C -2.077 -3.774 1.200 -0.176 -0.290 -0.042 1.1854
C -1.995 -3.958 2.592 -0.082 -0.137 -0.061 -0.6760
C -2.603 -4.778 0.309 0.073 0.089 0.260 -1.0205
C -2.633 -4.571 -1.018 0.064 0.179 -0.218 -0.9462
C -2.156 -3.334 -1.586 -0.081 -0.280 -0.030 1.4347
C -2.136 -3.092 -2.970 -0.075 -0.121 0.017 -0.9927
C -1.661 -1.899 -3.440 0.085 0.105 -0.027 -1.4288
C -1.209 -0.944 -2.526 0.074 -0.331 -0.027 -0.5672
N -1.228 -1.145 -1.224 -0.682 -0.070 0.015 0.7769
C -1.678 -2.331 -0.744 0.185 0.152 0.272 0.0812
H -1.413 -3.067 4.449 -0.011 0.007 0.001 0.4725
H -0.679 -0.951 3.363 0.077 -0.024 0.028 0.6324
H -2.340 -4.888 3.027 0.014 0.002 -0.005 0.4464
H -2.970 -5.703 0.734 0.023 -0.003 0.011 0.4121
H -3.015 -5.330 -1.688 -0.005 0.010 -0.012 0.4322
H -2.482 -3.860 -3.651 -0.032 0.017 0.010 0.4391
H -1.622 -1.681 -4.498 0.004 0.007 0.003 0.5192
H -0.819 0.006 -2.860 0.106 -0.162 -0.031 1.1023
C -4.487 2.310 -1.278 0.012 0.073 -0.031 -0.8237
S -3.628 0.892 -2.000 -0.016 -0.043 0.019 0.1210
C -2.311 1.751 -2.800 -0.385 0.370 0.192 0.1886
C -1.227 2.287 -2.209 0.392 0.013 0.344 -0.3789
S -0.791 2.274 -0.493 -0.255 0.353 -0.866 -0.1636
S -0.200 3.245 -3.247 0.255 -0.070 0.068 0.0709
C -1.098 3.075 -4.724 0.004 -0.047 0.124 0.0530
S -0.684 3.768 -6.128 0.044 0.057 -0.164 -0.1772
S -2.497 2.066 -4.501 -0.180 -0.089 -0.085 -0.0822
H -5.410 1.925 -0.848 0.013 -0.005 0.009 0.4089
H -4.727 3.037 -2.051 -0.025 0.003 0.013 0.3207
H -3.873 2.760 -0.501 -0.017 0.007 0.005 0.1686
```
Forces are in eV/Å.

Computed properties:
Total charge: +1
Energy above the lowest of the compared OMol25 structures with the same formula, charge and spin (kcal/mol): 50.8
HOMO-LUMO gap (eV): 5.81
E_LUMO (eV): -4.181



Entry 3:
Below is a structure of composition C41H32Cl4N4O6V in a non-equilibrium geometry, with properties calculated with ωB97M-V with the def2-TZVPD basis set.

XYZ file:
```
88
Properties=species:S:1:pos:R:3:forces:R:3:lowdin_spin:R:1
V -0.613 -0.534 -0.403 -1.091 0.902 1.627 1.8887
Cl -6.549 -3.857 0.590 0.007 0.010 0.023 -0.0001
C -5.045 -3.037 0.897 -0.044 -0.027 -0.090 -0.0001
C -4.660 -2.725 2.184 -0.018 -0.023 0.110 0.0011
Cl -5.678 -3.153 3.530 -0.010 0.001 -0.015 0.0003
C -3.445 -2.064 2.419 0.036 0.021 0.000 -0.0003
Cl -2.923 -1.675 4.030 -0.026 -0.020 -0.001 0.0001
C -2.604 -1.697 1.368 -0.127 -0.047 0.028 0.0025
O -1.479 -1.088 1.495 0.418 -0.013 -0.236 0.0141
C -3.009 -2.030 0.034 0.181 0.060 -0.133 0.0032
O -2.166 -1.708 -0.910 0.032 0.173 -0.083 0.0072
C -4.207 -2.687 -0.177 -0.109 -0.026 -0.021 0.0005
Cl -4.647 -3.073 -1.819 0.011 0.010 0.062 0.0003
C -0.685 -1.326 -4.566 0.034 0.136 0.099 -0.0031
C 0.371 -2.217 -4.704 0.056 -0.071 -0.065 0.0103
C 1.167 -2.520 -3.614 -0.020 0.113 -0.027 -0.0029
C 0.883 -1.910 -2.397 0.200 -0.291 0.304 0.0122
N -0.123 -1.042 -2.290 0.174 -0.257 -0.642 0.0005
C -0.896 -0.745 -3.329 0.135 -0.100 -0.238 0.0132
C 1.564 -2.235 -1.101 -0.359 0.161 -0.119 0.0024
C 2.690 -3.010 -1.035 0.059 -0.109 0.227 0.0169
C 3.046 -3.485 0.279 0.019 0.023 -0.297 0.0021
C 2.421 -3.033 1.376 -0.024 0.052 0.191 0.0116
C 1.427 -1.895 1.310 -0.050 -0.068 -0.128 0.0027
N 0.879 -1.766 -0.041 0.589 -0.578 -0.173 -0.0151
H -1.336 -1.079 -5.393 0.023 -0.015 -0.024 -0.0005
H 0.563 -2.692 -5.659 -0.011 0.010 0.010 0.0008
H 1.973 -3.236 -3.681 -0.013 -0.003 -0.032 -0.0002
H -1.690 -0.037 -3.139 0.002 0.003 0.020 0.0009
H 3.195 -3.365 -1.921 0.010 -0.011 -0.001 0.0015
H 3.769 -4.291 0.366 -0.005 0.003 0.016 -0.0003
H 2.593 -3.512 2.335 -0.026 -0.016 0.000 0.0008
H 0.586 -2.095 1.986 0.043 0.025 -0.009 0.0000
C -3.006 3.038 -0.666 -0.085 0.172 0.011 0.0295
C -1.880 2.283 -0.011 0.178 -0.278 -0.103 0.2492
O -1.750 1.073 -0.428 -0.326 -0.047 -0.199 0.2016
C -1.027 2.934 0.907 0.105 0.297 0.139 0.0651
C -1.156 4.343 1.115 0.002 -0.018 0.046 0.1261
C -0.236 5.083 1.832 -0.131 0.033 -0.011 0.0055
C 0.869 4.470 2.406 0.055 -0.110 0.036 0.1615
C 0.991 3.073 2.316 0.025 0.194 0.047 0.0095
C 0.061 2.336 1.635 -0.160 -0.210 -0.174 0.0882
O 0.047 0.947 1.674 0.122 -0.240 0.058 0.0370
H -3.602 2.323 -1.229 0.003 -0.019 0.003 0.0001
H -2.631 3.798 -1.361 0.034 -0.006 -0.011 0.0108
H -3.651 3.547 0.056 -0.010 -0.001 0.023 0.0074
H -1.982 4.858 0.644 -0.002 0.025 -0.002 0.0117
H -0.376 6.154 1.926 0.003 0.016 -0.007 -0.0044
H 1.610 5.043 2.948 0.017 0.009 0.011 0.0136
H 1.804 2.560 2.809 0.010 -0.006 0.005 -0.0030
C 6.298 4.455 -1.856 0.030 0.022 0.024 0.0000
C 4.967 3.752 -1.810 -0.003 -0.083 0.004 0.0002
C 4.886 2.374 -1.967 0.022 0.040 -0.016 0.0000
C 3.667 1.707 -1.935 0.011 -0.101 -0.011 0.0002
C 3.620 0.210 -2.093 0.038 0.089 0.070 0.0003
C 2.492 2.439 -1.754 0.081 0.161 0.081 -0.0004
C 2.547 3.826 -1.610 0.011 0.026 -0.020 0.0002
C 1.294 4.634 -1.420 0.013 -0.040 0.033 0.0010
C 3.787 4.458 -1.629 0.002 0.048 -0.007 0.0002
C 1.161 1.715 -1.722 0.053 -0.016 -0.285 0.0022
O 0.365 1.923 -2.643 -0.105 0.025 -0.026 0.0050
O 1.032 0.913 -0.748 -0.352 -0.286 0.131 0.0055
H 7.082 3.845 -1.403 0.007 -0.013 0.001 0.0000
H 6.261 5.404 -1.319 -0.010 0.010 -0.002 0.0000
H 6.604 4.670 -2.883 -0.008 0.001 -0.024 0.0000
H 5.795 1.797 -2.112 0.018 -0.001 0.003 0.0000
H 4.590 -0.179 -2.406 0.019 -0.003 -0.007 0.0001
H 2.875 -0.085 -2.834 0.000 0.024 -0.010 0.0001
H 3.337 -0.280 -1.161 0.043 0.058 -0.062 0.0001
H 0.801 4.379 -0.480 0.050 -0.017 -0.051 0.0001
H 0.582 4.426 -2.217 -0.017 0.000 -0.029 0.0002
H 1.523 5.701 -1.399 -0.007 0.002 -0.003 0.0001
H 3.825 5.536 -1.494 0.010 0.006 -0.003 0.0000
N 2.883 -0.755 3.000 0.135 0.023 -0.128 0.0004
C 2.043 -0.545 1.804 -0.019 -0.007 0.078 0.0012
N 1.089 0.406 2.398 0.191 0.320 -0.171 0.0011
C 0.924 0.132 3.736 -0.068 -0.127 0.073 0.0004
C -0.055 0.486 4.632 0.013 -0.002 0.024 0.0002
C 0.124 0.093 5.966 -0.018 0.018 -0.002 0.0001
C 1.240 -0.620 6.363 0.015 0.014 -0.049 0.0001
C 2.233 -0.973 5.433 -0.024 -0.031 0.074 0.0000
C 2.058 -0.596 4.125 -0.075 0.018 0.025 0.0002
H 3.408 -1.616 2.958 -0.008 0.012 -0.015 0.0003
H 2.586 -0.056 0.995 0.030 -0.013 0.010 0.0000
H -0.935 1.017 4.301 -0.019 0.001 -0.001 0.0001
H -0.638 0.342 6.694 -0.011 0.000 0.008 0.0000
H 1.349 -0.920 7.398 0.002 -0.009 0.019 0.0000
H 3.108 -1.534 5.737 0.015 -0.009 0.009 0.0000
```
Forces are in eV/Å.

Computed properties:
Total charge: -2
Energy above the lowest of the compared OMol25 structures with the same formula, charge and spin (kcal/mol): 111.4
HOMO-LUMO gap (spin up / spin down) (eV): 4.56 / 6.15
E_LUMO (spin up / spin down) (eV): 4.258 / 4.256
Spin multiplicity: 4